[1]
# C29H35AlCaClCsF15N2NaO9

C29H35AlCaClCsF15N2NaO9 as an isolated structure in a non-equilibrium geometry (ωB97M-V/def2-TZVPD, the OMol25 dataset).

Calculated values
- Net charge: 0
- HOMO-LUMO gap: 2.95 eV
- E: -135320.0513 eV

```
95
C29H35AlCaClCsF15N2NaO9 (ωB97M-V/def2-TZVPD)
C -1.01 -3.59 -7.59
C -1.92 -2.80 -6.45
O -3.35 -2.67 -6.90
C -1.83 -3.68 -5.07
C -1.42 -2.84 -3.73
C -0.09 -1.83 -3.61
C 0.93 -1.60 -4.87
C 2.54 -1.82 -4.48
C 2.82 -3.38 -4.06
O 3.18 -3.37 -2.61
C 0.15 -1.06 -2.15
N 1.30 -0.07 -1.90
C -0.85 -1.30 -0.83
C -2.15 -2.29 -0.94
C -2.35 -3.02 -2.39
C -3.68 -3.93 -2.07
O -4.41 -4.75 -2.83
N -4.06 -3.78 -0.61
O -5.34 -3.97 -0.27
C -3.30 -2.70 0.16
O -3.52 -2.21 1.39
H -0.28 -4.39 -7.13
H -0.32 -2.84 -8.20
H -1.71 -4.19 -8.35
H -1.48 -1.72 -6.38
H -3.62 -3.48 -7.42
H -1.12 -4.63 -5.14
H -2.92 -4.13 -4.88
H 0.77 -0.49 -5.29
H 0.75 -2.35 -5.78
H 2.95 -1.02 -3.73
H 3.12 -1.64 -5.50
H 1.86 -4.04 -4.24
H 3.71 -3.78 -4.74
H 3.46 -4.30 -2.34
H 1.46 0.55 -2.72
H 1.01 0.53 -1.09
H -0.65 -0.78 0.22
H -5.91 -3.59 -1.00
Ca 0.16 -4.00 -2.60
C -4.43 1.02 2.07
C -3.57 0.45 3.18
O -2.72 1.46 3.73
C -3.30 2.30 4.62
O -4.47 2.26 4.99
O -2.38 3.21 5.01
C -2.89 4.21 5.89
H -3.81 1.52 1.32
H -5.01 0.23 1.58
H -5.13 1.77 2.46
H -2.91 -0.33 2.77
H -4.17 -0.02 3.96
H -3.40 3.76 6.75
H -3.56 4.88 5.34
H -2.05 4.80 6.26
F 3.83 1.35 -3.42
Al 4.95 1.00 -2.06
F 5.61 -0.67 -2.24
F 4.06 1.13 -0.50
F 6.31 2.18 -2.08
F -1.33 -0.41 -7.09
Cs -0.56 1.73 3.61
F -1.81 -5.79 -8.35
Na -0.98 1.29 -7.95
F 5.01 5.41 -7.23
C 6.10 5.05 -6.54
C 5.98 4.20 -5.45
C 7.12 3.82 -4.74
C 8.37 4.31 -5.12
C 8.48 5.17 -6.21
C 7.35 5.54 -6.93
H 5.00 3.83 -5.17
H 7.03 3.15 -3.89
H 9.26 4.02 -4.56
H 9.46 5.56 -6.50
H 7.42 6.20 -7.79
C -2.37 0.49 10.61
C -2.48 1.79 11.42
C -2.18 3.07 10.64
F -0.93 3.08 10.13
F -2.28 4.16 11.44
F -1.71 1.69 12.53
F -3.78 1.87 11.87
O -1.14 -0.22 10.72
C -0.09 0.25 9.87
C 1.08 0.87 10.66
F 0.67 1.88 11.46
F 2.01 1.39 9.82
F -0.60 1.09 8.95
F 0.35 -0.84 9.19
H -3.12 -0.20 11.02
H -2.68 0.62 9.56
H -2.89 3.21 9.82
H 1.57 0.12 11.29
Cl -5.19 -6.94 -2.63
```

---

[2]
# C36H51CaClN3OP2

C36H51CaClN3OP2 as an isolated structure in a non-equilibrium geometry (ωB97M-V/def2-TZVPD, the OMol25 dataset).

Calculated values
- Net charge: +1
- HOMO-LUMO gap: 6.87 eV
- E: -94213.4170 eV
- Relative energy (zero: lowest compared OMol25 entry of this formula, charge and spin): 0.00 kcal/mol

```
95
C36H51CaClN3OP2 (ωB97M-V/def2-TZVPD)
C 0.51 -0.11 2.61
C 0.12 1.68 1.15
C 0.59 0.75 3.70
C 0.27 2.60 2.20
C 0.47 2.12 3.50
H 0.75 0.31 4.69
H 0.22 3.67 1.99
H 0.56 2.82 4.33
N 0.15 0.35 1.39
P 1.29 -2.48 1.25
P -1.55 1.66 -1.25
C 0.80 -1.60 2.80
H 1.59 -1.73 3.56
H -0.10 -2.08 3.21
C -0.58 -2.80 -2.97
O -0.67 -3.56 -3.82
C 0.02 2.15 -0.29
H 0.06 3.24 -0.35
C -1.27 2.37 -3.02
C -3.01 2.52 -0.41
C 3.17 -2.20 1.22
C 0.70 -4.26 1.54
C -0.64 1.25 -3.87
H -1.25 0.33 -3.82
H -0.60 1.59 -4.91
H 0.38 1.00 -3.55
C -2.60 2.75 -3.69
H -3.29 1.90 -3.70
H -3.08 3.62 -3.22
H -2.38 3.01 -4.73
C -0.34 3.59 -3.02
H -0.23 3.93 -4.06
H -0.74 4.44 -2.45
H 0.67 3.35 -2.65
C -4.30 1.88 -0.99
H -4.22 0.78 -1.00
H -5.15 2.15 -0.34
H -4.53 2.23 -2.00
C -3.00 2.23 1.10
H -2.96 1.15 1.30
H -2.16 2.71 1.61
H -3.93 2.62 1.54
C -2.96 4.04 -0.64
H -1.96 4.43 -0.87
H -3.65 4.36 -1.44
H -3.29 4.55 0.27
C 1.07 -5.09 0.29
H 0.62 -6.09 0.38
H 0.68 -4.63 -0.64
H 2.15 -5.22 0.18
C -0.84 -4.26 1.69
H -1.17 -3.77 2.61
H -1.35 -3.79 0.84
H -1.18 -5.31 1.73
C 1.33 -4.87 2.79
H 0.80 -5.80 3.03
H 2.39 -5.13 2.64
H 1.25 -4.21 3.67
C 3.45 -0.69 1.23
H 4.54 -0.54 1.16
H 2.99 -0.20 0.36
H 3.10 -0.20 2.14
C 3.71 -2.77 -0.11
H 3.23 -2.28 -0.97
H 4.79 -2.56 -0.16
H 3.58 -3.85 -0.19
C 3.88 -2.87 2.41
H 3.45 -2.59 3.38
H 3.90 -3.96 2.32
H 4.93 -2.53 2.41
Ca -0.29 -1.00 -0.69
N 1.30 0.30 -1.51
C 1.37 1.48 -1.10
C 2.58 2.38 -1.22
C 3.60 1.96 -2.08
C 2.72 3.57 -0.51
C 4.71 2.78 -2.31
H 3.50 0.98 -2.57
C 3.82 4.39 -0.74
H 1.97 3.85 0.24
C 4.82 4.01 -1.65
H 5.49 2.46 -3.01
H 3.91 5.34 -0.20
H 5.67 4.66 -1.83
Cl -5.58 -3.26 -1.85
C -4.62 -2.58 -0.60
C -5.08 -2.53 0.72
C -4.26 -1.94 1.68
C -3.02 -1.44 1.30
N -2.56 -1.53 0.03
C -3.35 -2.08 -0.92
H -6.05 -2.94 0.96
H -4.55 -1.87 2.73
H -2.36 -0.96 2.04
H -2.97 -2.12 -1.95
```

---

[3]
# C6H15NO

A 2-piece molecular cluster, C6H15NO overall in a non-equilibrium geometry (ωB97M-V/def2-TZVPD, the OMol25 dataset).

Calculated values
- Structure (SMILES): CCC(N)=O.CCC
- Net charge: 0
- HOMO-LUMO gap: 10.65 eV
- E: -10001.3320 eV
- Relative energy (zero: lowest compared OMol25 entry of this formula, charge and spin): 55.93 kcal/mol

```
23
C6H15NO (ωB97M-V/def2-TZVPD)
C -0.17 1.96 3.07
C -0.03 0.48 2.54
C -1.04 0.33 1.33
N -2.19 -0.52 1.39
O -0.89 0.91 0.31
H -0.29 2.66 2.30
H 0.61 2.22 3.83
H -1.05 1.86 3.70
H 1.05 0.54 2.30
H -0.11 -0.32 3.47
H -2.65 -0.61 0.55
H -2.54 -0.51 2.39
C -0.09 -0.76 -3.47
C 1.22 -0.36 -2.61
C 1.48 -1.23 -1.44
H -0.15 -1.85 -3.64
H -0.07 -0.22 -4.32
H -1.05 -0.35 -2.91
H 2.12 -0.41 -3.29
H 1.14 0.83 -2.31
H 0.63 -1.41 -0.74
H 1.77 -2.25 -1.69
H 2.29 -0.96 -0.76
```

---

[4]
# C17H35Br3Cl24NbO

C17H35Br3Cl24NbO as an isolated structure in a non-equilibrium geometry (ωB97M-V/def2-TZVPD, the OMol25 dataset).

Calculated values
- Net charge: -1
- HOMO-LUMO gap: 7.57 eV
- E: -532458.3107 eV

```
81
C17H35Br3Cl24NbO (ωB97M-V/def2-TZVPD)
C 3.02 2.23 1.22
C 2.52 1.00 0.32
O 1.26 0.58 0.86
Nb -0.27 0.57 -0.61
Br -0.76 -1.93 0.05
C -1.66 1.44 1.01
Br -0.78 2.72 2.28
C -3.01 1.16 1.18
C -3.93 1.74 2.32
Br -3.94 -0.09 -0.06
H 3.76 1.89 1.99
H 3.42 3.01 0.51
H 2.12 2.67 1.73
H 2.42 1.31 -0.76
H 3.25 0.13 0.45
H 0.90 -0.01 -1.89
H -1.61 0.57 -1.86
H 0.12 2.28 -1.13
H -3.37 2.30 3.11
H -4.42 0.85 2.84
H -4.76 2.34 1.86
C 2.71 4.72 4.05
Cl 3.16 6.11 3.05
Cl 0.96 4.57 4.19
H 3.11 3.82 3.59
H 3.14 4.84 5.04
C 1.10 -3.82 -3.02
Cl 2.45 -2.73 -2.73
Cl 0.94 -4.20 -4.74
H 1.26 -4.74 -2.47
H 0.18 -3.34 -2.67
C 5.59 -3.08 -4.78
Cl 6.95 -1.98 -4.49
Cl 5.44 -3.46 -6.51
H 5.76 -4.00 -4.24
H 4.68 -2.61 -4.44
C 6.08 3.40 5.91
Cl 4.97 4.28 6.98
Cl 5.33 3.03 4.35
H 6.96 4.01 5.74
H 6.36 2.47 6.39
C -1.56 7.65 5.01
Cl -0.92 9.28 5.29
Cl -2.63 7.14 6.32
H -2.12 7.65 4.08
H -0.73 6.95 4.94
C -6.95 -1.31 -1.87
Cl -5.40 -1.84 -2.53
Cl -7.79 -0.23 -2.99
H -7.57 -2.19 -1.69
H -6.77 -0.79 -0.94
C 7.19 -2.46 -9.78
Cl 8.87 -1.94 -9.57
Cl 7.02 -3.51 -11.20
H 6.88 -3.02 -8.90
H 6.56 -1.59 -9.91
C 0.00 -0.03 4.59
Cl -0.88 -1.54 4.86
Cl 1.45 0.06 5.60
H 0.29 0.03 3.54
H -0.65 0.81 4.84
C 0.65 -8.16 -4.75
Cl 1.51 -7.32 -3.46
Cl 0.55 -9.90 -4.43
H -0.35 -7.76 -4.83
H 1.19 -8.01 -5.69
C -10.13 -1.20 0.98
Cl -8.44 -0.70 1.14
Cl -10.35 -2.25 -0.42
H -10.42 -1.74 1.88
H -10.75 -0.31 0.86
C 0.63 -7.84 -8.83
Cl 1.49 -7.00 -7.53
Cl 0.52 -9.58 -8.50
H -0.37 -7.43 -8.91
H 1.17 -7.69 -9.76
C -4.48 6.88 9.56
Cl -4.57 6.12 11.16
Cl -4.98 5.76 8.29
H -5.13 7.75 9.54
H -3.45 7.18 9.37
```